w.
The following is a quantum chemistry calculation of a gas-phase ion, C6H12NO (charge +1), from the OMol25 dataset.

Output
LUMO energy (eV): -5.1
Spin multiplicity: 1
Total charge: +1
HOMO-LUMO gap (eV): 8.521
E_HOMO (eV): -13.600

CARTESIAN COORDINATES (ANGSTROEM)
C  2.159  -0.513  -0.394
C  0.980  0.301  -0.904
C  -0.058  0.084  1.340
C  1.902  -0.929  0.938
C  -2.451  0.817  -0.250
C  -1.457  -0.315  -0.541
N  -0.072  -0.227  -0.081
O  1.106  -0.643  1.833
H  2.292  -1.477  -0.906
H  3.109  -0.078  -0.578
H  1.241  1.420  -0.902
H  0.763  0.060  -1.945
H  0.134  1.196  1.431
H  -1.013  0.008  1.933
H  2.719  -1.371  1.461
H  -2.462  1.580  -1.104
H  -3.475  0.480  -0.104
H  -2.178  1.283  0.684
H  -1.384  -0.376  -1.660
H  -1.856  -1.298  -0.249

---

x.
The following is a quantum chemistry calculation of a gas-phase ion, C6H12NO (charge +1), from the OMol25 dataset.

Output
LUMO energy (eV): -3.6
Spin multiplicity: 1
Total charge: +1
SMILES: CC1(C)O[C@@H]1[C@H]1C[NH2+]1
HOMO-LUMO gap (eV): 10.619
E_HOMO (eV): -14.197

CARTESIAN COORDINATES (ANGSTROEM)
C  -2.389  0.549  0.883
C  -1.248  0.290  -0.128
C  -1.326  -1.040  -0.904
O  -0.993  1.435  -0.793
C  0.041  1.040  0.029
C  1.353  0.659  -0.618
C  2.531  0.798  0.368
N  2.206  -0.521  -0.201
H  -3.206  1.084  0.204
H  -2.092  1.273  1.673
H  -2.679  -0.240  1.522
H  -2.230  -1.028  -1.502
H  -1.319  -1.785  -0.063
H  -0.376  -0.946  -1.472
H  0.068  1.549  0.973
H  1.568  1.042  -1.591
H  3.532  1.179  -0.056
H  2.334  0.822  1.410
H  2.883  -0.954  -0.855
H  1.623  -1.190  0.217

---

y.
The following is a quantum chemistry calculation of a molecular structure, C6H12NO, from the OMol25 dataset.

Output
LUMO energy (eV): -5.0
Spin multiplicity: 1
Total charge: +1
HOMO-LUMO gap (eV): 8.895
E_HOMO (eV): -13.883

CARTESIAN COORDINATES (ANGSTROEM)
C  1.141  1.000  1.005
C  -0.862  0.696  0.050
C  -2.240  0.913  -0.374
C  -0.823  -1.494  0.924
C  2.250  0.261  -1.017
C  -0.278  -0.635  -0.163
N  1.486  -0.074  0.236
O  -0.158  1.516  0.682
H  0.917  0.745  2.165
H  1.854  1.872  1.020
H  -2.967  1.001  0.375
H  -2.361  1.941  -0.668
H  -2.600  0.215  -1.063
H  -0.198  -1.418  1.893
H  -1.842  -1.185  1.148
H  -0.745  -2.535  0.622
H  1.496  0.765  -1.848
H  2.662  -0.663  -1.397
H  3.091  0.876  -0.764
H  -0.191  -1.114  -1.081

---

It is w that is most stable; the runner-up trails by 0.0148 hartree.

---

w.
The following is a quantum chemistry calculation of C20H26N2O5S in the gas phase, from the OMol25 dataset.

Output
LUMO energy (eV): 0.6
Spin multiplicity: 1
Total charge: 0
SMILES: CCOCCCNC(=O)c1ccc(N(C)S(=O)(=O)c2ccc(OC)cc2)cc1
HOMO-LUMO gap (eV): 9.306
E_HOMO (eV): -8.747

CARTESIAN COORDINATES (ANGSTROEM)
C  -2.280  3.044  -1.683
C  -1.919  4.304  -0.900
O  -0.535  4.495  -0.717
C  0.172  4.897  -1.875
C  1.605  5.234  -1.466
C  2.462  3.977  -1.296
N  1.796  2.988  -0.483
C  1.410  1.798  -1.005
O  1.783  1.403  -2.097
C  0.515  0.982  -0.137
C  0.450  1.107  1.249
C  -0.399  0.308  1.987
C  -1.200  -0.649  1.361
N  -2.017  -1.461  2.158
C  -3.142  -2.129  1.545
S  -1.171  -2.464  3.239
O  -0.309  -1.656  4.045
O  -2.147  -3.281  3.895
C  -0.204  -3.437  2.099
C  -0.705  -4.635  1.621
C  -0.027  -5.303  0.624
C  1.150  -4.767  0.087
O  1.725  -5.489  -0.900
C  2.908  -5.007  -1.499
C  1.645  -3.562  0.584
C  0.961  -2.900  1.589
C  -1.145  -0.769  -0.027
C  -0.292  0.033  -0.758
H  -3.360  2.920  -1.687
H  -1.936  3.108  -2.712
H  -1.826  2.173  -1.216
H  -2.324  4.235  0.113
H  -2.353  5.187  -1.394
H  -0.316  5.782  -2.311
H  0.178  4.099  -2.629
H  1.564  5.783  -0.524
H  2.060  5.875  -2.222
H  2.654  3.506  -2.265
H  3.422  4.243  -0.840
H  1.277  3.351  0.302
H  1.079  1.816  1.766
H  -0.438  0.391  3.060
H  -2.841  -2.913  0.841
H  -3.712  -2.584  2.351
H  -3.758  -1.392  1.030
H  -1.611  -5.031  2.051
H  -0.386  -6.242  0.233
H  3.723  -4.935  -0.772
H  3.169  -5.739  -2.261
H  2.750  -4.032  -1.970
H  2.551  -3.128  0.194
H  1.331  -1.970  1.990
H  -1.756  -1.495  -0.540
H  -0.229  -0.070  -1.831

---

x.
The following is a quantum chemistry calculation of C20H26N2O5S in the gas phase, from the OMol25 dataset.

Output
LUMO energy (eV): 0.4
Spin multiplicity: 1
Total charge: 0
SMILES: CCN(CC)S(=O)(=O)c1cccc(NC(=O)COC(=O)[C@@H]2C[C@H]3C=C[C@@H]2C3)c1
HOMO-LUMO gap (eV): 9.418
E_HOMO (eV): -9.041

CARTESIAN COORDINATES (ANGSTROEM)
C  -1.683  -1.881  4.936
C  -3.073  -1.508  4.421
N  -3.085  -0.739  3.199
C  -2.341  0.496  3.121
C  -2.857  1.541  4.104
S  -3.289  -1.579  1.783
O  -3.526  -0.616  0.746
O  -4.263  -2.601  2.021
C  -1.707  -2.363  1.448
C  -1.463  -3.650  1.888
C  -0.215  -4.208  1.660
C  0.770  -3.492  1.001
C  0.508  -2.200  0.548
N  1.445  -1.435  -0.146
C  2.739  -1.724  -0.435
O  3.340  -2.715  -0.095
C  3.429  -0.629  -1.252
O  2.547  0.414  -1.643
C  2.409  0.655  -2.968
O  2.983  0.028  -3.814
C  1.485  1.821  -3.191
C  0.815  1.797  -4.576
C  1.324  3.100  -5.237
C  0.719  4.228  -4.442
C  1.317  4.246  -3.258
C  2.334  3.134  -3.249
C  2.765  3.128  -4.717
C  -0.746  -1.636  0.782
H  -1.136  -0.998  5.257
H  -1.106  -2.388  4.166
H  -1.784  -2.547  5.788
H  -3.649  -2.407  4.197
H  -3.611  -0.946  5.191
H  -2.488  0.853  2.101
H  -1.266  0.325  3.284
H  -2.370  2.493  3.911
H  -2.652  1.251  5.131
H  -3.930  1.664  3.981
H  -2.252  -4.193  2.384
H  -0.005  -5.212  1.994
H  1.740  -3.927  0.826
H  1.110  -0.540  -0.483
H  4.231  -0.199  -0.644
H  3.874  -1.088  -2.144
H  0.774  1.869  -2.365
H  -0.271  1.770  -4.508
H  1.158  0.931  -5.143
H  1.178  3.138  -6.313
H  -0.093  4.840  -4.785
H  1.106  4.871  -2.410
H  3.109  3.192  -2.489
H  3.343  2.250  -4.997
H  3.301  4.033  -4.998
H  -0.992  -0.646  0.430

---

It is x that is most stable; the runner-up trails by 0.0105 hartree.

---

w.
The following is a quantum chemistry calculation of 2 unconnected molecules or ions with the total composition C4H9O, from the OMol25 dataset.

Output
LUMO energy (eV): 4.1
Spin multiplicity: 1
Total charge: -1
HOMO-LUMO gap (eV): 5.776
E_HOMO (eV): -1.641

CARTESIAN COORDINATES (ANGSTROEM)
C  -0.093  -1.803  0.603
O  0.586  -2.294  1.631
C  0.112  -2.357  -0.834
C  0.609  -0.969  -0.471
C  -0.132  0.227  -1.048
H  -1.144  -1.529  0.809
H  -0.380  6.724  3.074
H  0.808  -3.183  -0.892
H  -0.777  -2.434  -1.451
H  -0.290  6.831  2.355
H  1.664  -0.867  -0.260
H  0.551  0.956  -1.499
H  -0.879  -0.069  -1.778
H  -0.635  0.767  -0.239

---

x.
The following is a quantum chemistry calculation of 2 unconnected molecules or ions with the total composition C4H9O, from the OMol25 dataset.

Output
LUMO energy (eV): 3.7
Spin multiplicity: 1
Total charge: -1
HOMO-LUMO gap (eV): 5.413
E_HOMO (eV): -1.693

CARTESIAN COORDINATES (ANGSTROEM)
C  -2.167  -0.948  1.062
O  -2.185  -1.360  2.361
H  -2.067  0.153  1.026
H  -3.018  -1.241  0.404
H  -1.243  -1.273  0.502
C  2.047  -0.020  -1.146
C  1.099  0.396  -0.049
C  0.251  1.413  -0.165
H  2.966  -0.311  -0.639
H  2.170  0.815  -1.831
H  1.635  -0.883  -1.671
H  0.991  -0.213  0.842
H  -0.616  1.596  0.451
H  0.136  1.877  -1.148

---

It is x that is most stable; the runner-up trails by 0.0067 hartree.

---

w.
The following is a quantum chemistry calculation of CH6N2S in the gas phase, from the OMol25 dataset.

Output
LUMO energy (eV): 1.0
Spin multiplicity: 1
Total charge: 0
SMILES: CN(N)S
HOMO-LUMO gap (eV): 9.689
E_HOMO (eV): -8.735

CARTESIAN COORDINATES (ANGSTROEM)
C  0.891  0.681  0.363
N  -0.294  -0.353  -0.113
N  -1.184  0.109  -1.056
S  -0.753  -1.293  1.274
H  1.589  -0.027  0.823
H  1.258  0.977  -0.540
H  0.519  1.433  1.096
H  -1.256  -0.778  -1.606
H  -2.055  0.429  -0.634
H  -0.600  -2.540  0.849

---

x.
The following is a quantum chemistry calculation of CH6N2S in the gas phase, from the OMol25 dataset.

Output
LUMO energy (eV): 1.0
Spin multiplicity: 1
Total charge: 0
SMILES: CN(N)S
HOMO-LUMO gap (eV): 9.321
E_HOMO (eV): -8.336

CARTESIAN COORDINATES (ANGSTROEM)
C  -0.482  1.042  0.160
N  0.234  -0.159  -0.444
N  -0.093  -1.389  0.177
S  1.912  0.032  0.067
H  -0.141  1.420  1.113
H  -0.490  1.823  -0.493
H  -1.426  0.628  0.186
H  0.508  -2.129  -0.121
H  -0.238  -1.366  1.157
H  2.383  0.823  -0.918

---

It is x that is most stable; the runner-up trails by 0.0023 hartree.